DFT (ωB97M-V with the def2-TZVPD basis set) results for a structure of composition C31H32N8O4S3SeSr.

Output
* strongest force on any atom: 0.49 eV Å⁻¹
* net charge: -2
* HOMO-LUMO gap: 4.6355 eV
* calculated total energy: -151471.98276 eV
* highest occupied orbital energy: -0.9610 eV

Last column: Löwdin charge in e.
Geometry (Å):
Sr  -0.488  0.310  0.791  1.106
N  -0.043  -1.727  -1.141  -0.017
C  -0.287  -0.966  -2.377  -0.172
C  -1.630  -0.291  -2.111  -0.477
O  -2.580  -1.021  -1.863  0.066
N  -1.653  1.062  -2.011  -0.013
C  -0.676  1.900  -2.693  -0.094
C  0.647  2.236  -1.959  -0.708
O  1.424  2.914  -2.641  -0.032
O  0.808  1.796  -0.789  -0.167
H  0.895  -2.111  -1.090  -0.007
H  -0.732  -2.463  -1.052  0.080
H  -0.389  -1.579  -3.280  0.117
H  0.536  -0.269  -2.515  0.104
H  -1.161  2.849  -2.927  0.122
H  -0.409  1.463  -3.656  0.122
C  3.117  -0.567  4.386  -0.152
C  1.790  -0.201  3.753  -0.777
S  1.177  -1.371  2.560  0.477
C  1.156  0.940  4.090  -0.862
C  1.803  1.852  5.121  -0.179
S  -0.408  1.496  3.485  0.318
H  3.320  -1.630  4.262  0.026
H  3.127  -0.352  5.458  0.059
H  3.947  -0.006  3.935  0.066
H  1.701  1.442  6.133  0.064
H  1.312  2.823  5.102  0.033
H  2.870  1.996  4.931  0.056
Se  -8.584  -1.410  -0.398  0.935
N  -7.394  -2.020  0.795  -0.262
C  -6.301  -1.348  0.612  -0.337
C  -5.075  -1.586  1.383  -0.095
C  -4.970  -2.607  2.322  -0.018
C  -3.775  -2.796  2.982  -0.054
C  -2.700  -1.971  2.653  -0.120
N  -2.790  -1.007  1.751  0.080
C  -3.967  -0.774  1.152  -0.127
C  -3.995  0.303  0.121  -0.224
N  -2.904  1.025  0.016  0.002
C  -2.694  1.771  -1.190  -0.317
C  -3.936  2.106  -1.970  -0.033
C  -5.075  1.454  -1.711  -0.054
C  -5.137  0.463  -0.673  -0.150
C  -6.305  -0.321  -0.438  -0.350
N  -7.445  -0.211  -1.091  -0.283
H  -5.832  -3.236  2.508  0.106
H  -3.656  -3.576  3.722  0.096
H  -1.726  -2.091  3.117  0.079
H  -2.159  2.694  -0.930  0.140
H  -3.877  2.869  -2.737  0.088
H  -5.981  1.662  -2.270  0.097
C  7.056  0.275  0.989  -0.111
C  6.631  -0.421  -0.298  -0.253
C  6.569  -1.940  -0.160  -0.242
N  5.625  -2.385  0.843  0.010
C  4.298  -2.529  0.646  -0.844
S  3.566  -2.136  -0.801  0.683
N  3.612  -2.980  1.751  0.044
C  4.041  -3.983  2.582  -0.438
O  3.763  -4.029  3.762  0.071
C  4.892  -5.092  1.985  -0.143
C  4.719  -5.547  0.682  -0.027
C  5.478  -6.609  0.211  -0.082
C  6.417  -7.217  1.035  -0.105
C  6.582  -6.772  2.341  -0.093
C  5.812  -5.720  2.814  -0.033
H  7.123  1.354  0.847  0.068
H  8.032  -0.083  1.330  0.066
H  6.331  0.097  1.784  0.064
H  7.332  -0.185  -1.105  0.104
H  5.648  -0.065  -0.610  0.088
H  7.551  -2.332  0.124  0.116
H  6.278  -2.388  -1.111  0.087
H  5.945  -2.470  1.794  0.145
H  2.695  -2.409  2.047  -0.034
H  3.988  -5.074  0.038  0.102
H  5.333  -6.961  -0.802  0.099
H  7.011  -8.042  0.662  0.092
H  7.305  -7.249  2.990  0.094
H  5.901  -5.374  3.836  0.114

=====

DFT (ωB97M-V with the def2-TZVPD basis set) results for a structure of composition C31H33BF2O2S in a non-equilibrium geometry.

Output
* strongest force on any atom: 4.80 eV Å⁻¹
* net charge: 0
* HOMO-LUMO gap: 6.8996 eV
* calculated total energy: -53723.50471 eV
* highest occupied orbital energy: -6.9038 eV

Last column: natural (NBO) charge in e.
Geometry (Å):
C  -4.156  3.986  0.031  -0.621
C  -2.953  3.133  -0.036  -0.069
C  -2.346  2.824  1.196  -0.216
C  -1.116  2.198  1.171  -0.223
C  -0.495  2.089  -0.116  -0.055
B  0.537  -0.670  -0.131  1.495
C  0.866  2.333  -0.189  -0.244
C  1.597  2.463  -1.374  -0.187
C  2.734  3.274  -1.227  -0.286
C  2.950  3.551  0.130  -0.184
C  3.966  4.456  0.646  -0.644
S  1.804  2.822  1.163  0.475
O  1.358  -0.307  0.958  -0.825
C  2.516  -1.016  0.518  0.246
C  3.685  -0.113  0.833  -0.632
C  2.499  -2.243  1.413  -0.633
C  2.203  -1.296  -1.069  0.214
C  3.376  -1.024  -1.977  -0.623
C  1.482  -2.646  -1.297  -0.625
O  1.138  -0.424  -1.378  -0.813
C  -1.298  1.968  -1.290  -0.203
C  -2.495  2.660  -1.272  -0.163
H  -4.614  4.074  -0.958  0.211
H  -4.865  3.538  0.741  0.213
H  -3.886  4.985  0.405  0.216
H  -2.770  3.141  2.153  0.218
H  -0.584  1.827  2.065  0.224
H  1.213  2.092  -2.314  0.226
H  3.352  3.655  -2.044  0.225
H  4.445  4.926  -0.232  0.225
H  3.477  5.210  1.284  0.223
H  4.702  3.892  1.240  0.221
H  4.620  -0.672  0.719  0.207
H  3.680  0.777  0.194  0.227
H  3.596  0.221  1.874  0.227
H  3.334  -2.894  1.163  0.204
H  2.569  -1.918  2.456  0.227
H  1.549  -2.785  1.324  0.227
H  4.208  -1.682  -1.691  0.214
H  3.087  -1.280  -2.999  0.218
H  3.724  0.022  -1.970  0.234
H  2.037  -3.501  -0.945  0.220
H  0.504  -2.623  -0.809  0.221
H  1.264  -2.672  -2.374  0.229
H  -0.879  1.491  -2.177  0.227
H  -3.005  2.873  -2.209  0.213
F  -5.069  -2.209  -3.346  -0.338
C  -4.015  -1.870  -2.529  0.382
C  -4.183  -0.837  -1.611  -0.268
C  -3.112  -0.541  -0.777  -0.198
C  -1.884  -1.174  -0.903  0.075
C  -0.920  -0.775  0.192  -0.836
C  -0.934  -1.880  1.289  0.024
C  -0.997  -1.408  2.594  -0.196
C  -1.167  -2.281  3.656  -0.279
C  -1.129  -3.649  3.397  0.444
F  -1.212  -4.521  4.454  -0.344
C  -1.002  -4.144  2.117  -0.288
C  -0.895  -3.256  1.048  -0.236
C  -1.746  -2.197  -1.836  -0.229
C  -2.834  -2.589  -2.626  -0.270
H  -5.097  -0.271  -1.528  0.230
H  -3.253  0.193  0.012  0.219
H  -1.366  0.059  0.683  0.293
H  -1.016  -0.337  2.778  0.216
H  -1.312  -1.907  4.652  0.228
H  -0.990  -5.213  1.933  0.229
H  -0.873  -3.676  0.042  0.223
H  -0.864  -2.809  -1.976  0.212
H  -2.739  -3.421  -3.317  0.227